1.
The following is a DFT calculation (wB97M-V/def2-TZVPD) of a structure of composition C2H6N4O.

Geometry as XYZ:
```
13
Properties=species:S:1:pos:R:3:mulliken_charge:R:1
C -0.11639 0.61020 0.08096 1.129
N 0.18336 0.34485 1.43912 -0.633
C 0.93732 0.50542 -0.82839 -0.483
O -1.11992 1.53321 -0.11467 -0.447
N -0.90539 -0.98582 -0.55672 -0.017
N -1.07350 -1.79449 0.38291 -0.586
N 1.83224 0.80958 -1.60165 -0.542
H -1.70438 1.48332 0.65310 0.333
H -0.37452 -0.45374 1.76309 0.332
H 1.16268 0.13177 1.58175 0.234
H -0.78894 -2.75793 0.14405 0.189
H 2.19874 1.76549 -1.58203 0.253
H -0.23129 -1.19186 -1.36152 0.240
```

Properties
- Gap between HOMO and LUMO (alpha / beta): 0.2851 / 0.2744 Ha
- Relative energy (zero: lowest compared OMol25 entry of this formula, charge and spin): 6.1485 eV
- Total energy: -10173.913 eV

---

2.
The following is a DFT calculation (wB97M-V/def2-TZVPD) of a cluster of 2 separate species, C2H6N4O in total.

Geometry as XYZ:
```
13
Properties=species:S:1:pos:R:3:mulliken_charge:R:1
C 0.00032 0.24556 -0.82146 0.466
C -1.21541 -0.57505 1.07500 0.033
H 2.02668 1.31578 0.69509 0.373
H 1.37544 0.56295 -2.11325 0.354
H -0.56642 -0.24414 -2.59761 0.213
H 0.49655 0.33746 1.31938 0.210
H -1.86177 -1.23259 0.42243 0.273
H -2.29707 -1.45130 2.50349 0.259
N 1.06209 1.01935 -1.18564 -0.255
N -0.74832 -0.56654 -1.56400 -0.616
N -0.15207 0.11962 0.60573 -0.132
N -1.52669 -0.69100 2.36230 -0.683
O 2.20901 0.43984 -0.40994 -0.495
```

Properties
- Gap between HOMO and LUMO: 0.3070 Ha
- Relative energy (zero: lowest compared OMol25 entry of this formula, charge and spin): 6.4060 eV
- Total energy: -10173.656 eV

---

3.
The following is a DFT calculation (wB97M-V/def2-TZVPD) of the molecule C2H6N4O2.

Geometry as XYZ:
```
14
Properties=species:S:1:pos:R:3:mulliken_charge:R:1
H 1.24773 -1.63624 2.24121 0.226
N 1.40967 -1.96307 1.18554 -0.677
C 0.72786 -1.25025 0.32741 0.385
N 1.18817 -1.42520 -1.06229 -0.541
N -0.16081 -0.20354 0.64488 -0.215
O -0.83998 0.16701 -0.75662 -0.294
C -0.80494 1.49418 -1.07894 0.231
N -0.77805 2.55213 -0.38248 -0.388
O -1.21382 2.25383 0.90031 -0.361
H 2.04276 -2.27821 -0.98728 0.352
H 0.15301 -1.58622 -1.59965 0.280
H -1.17730 -0.60000 1.25290 0.335
H -0.73100 1.46765 -2.17544 0.330
H -1.06330 3.00794 1.49045 0.338
```

Properties
- Gap between HOMO and LUMO: 0.3555 Ha
- Relative energy (zero: lowest compared OMol25 entry of this formula, charge and spin): 6.5022 eV
- SMILES string: [H]/N=C(/N)NO/C=N\O
- Total energy: -12220.150 eV

---

4.
The following is a DFT calculation (wB97M-V/def2-TZVPD) of a cluster of 2 separate species, C2H6N4O2 in total.

Geometry as XYZ:
```
14
Properties=species:S:1:pos:R:3:mulliken_charge:R:1
C -0.49606 -0.49175 0.40941 0.799
C -1.82321 1.22332 -1.13640 -0.028
N -0.57769 -1.81468 0.45459 -0.389
N 1.79562 -0.68696 -0.11526 -0.788
N 0.74430 1.55466 -0.01645 -0.778
N 0.64354 0.10851 0.09115 0.495
O -1.55609 0.14385 0.58433 -0.553
O -2.62990 2.06880 -1.04043 -0.378
H 0.05181 -2.54698 0.00038 0.244
H -1.38938 -2.20287 0.87848 0.225
H 2.36333 -0.68475 0.69014 0.211
H 2.37774 -0.27413 -0.82802 0.279
H 0.18606 1.75848 0.83422 0.324
H 0.30992 1.84450 -0.80613 0.337
```

Properties
- Gap between HOMO and LUMO (alpha / beta): 0.2009 / 0.2906 Ha
- Relative energy (zero: lowest compared OMol25 entry of this formula, charge and spin): 1.2699 eV
- 2S+1: 3
- Total energy: -12219.468 eV

---

5.
The following is a DFT calculation (wB97M-V/def2-TZVPD) of the molecule C2H6N4O2S.

Geometry as XYZ:
```
15
Properties=species:S:1:pos:R:3:mulliken_charge:R:1
N -2.12190 0.97223 1.95437 -0.617
S -2.03768 0.41792 0.38145 1.144
O -2.94447 1.09382 -0.47091 -0.581
O -1.95003 -0.99540 0.27192 -0.537
N -0.25188 0.96494 0.03006 -0.136
N 0.35387 0.11362 0.93217 -0.443
C 0.88347 -0.79208 0.24449 -0.065
C 0.64884 -0.70852 -1.25926 -0.403
N -0.11454 0.46885 -1.32066 -0.233
H -1.61894 1.86179 1.86884 0.339
H -1.31898 0.41032 2.47199 0.387
H 1.62262 -1.62999 0.70566 0.318
H 1.52862 -0.81646 -1.87725 0.381
H 0.03179 -1.51820 -1.37738 0.223
H 0.23921 1.17152 -1.85541 0.224
```

Properties
- Gap between HOMO and LUMO: 0.3573 Ha
- Relative energy (zero: lowest compared OMol25 entry of this formula, charge and spin): 1.1806 eV
- SMILES string: NS(=O)(=O)N1N=CCN1
- Total energy: -23058.119 eV

---

6.
The following is a DFT calculation (wB97M-V/def2-TZVPD) of the molecule C2H6N4O2S2.

Geometry as XYZ:
```
16
Properties=species:S:1:pos:R:3:mulliken_charge:R:1
N -0.55110 1.84625 0.59781 -0.554
C -0.58212 0.58196 0.02773 0.294
S 1.29503 -0.04108 0.19707 1.098
N 1.52445 -0.16786 1.94060 -0.496
O 1.56834 -1.29901 -0.48118 -0.560
O 1.99127 1.08975 -0.36123 -0.620
N -1.31271 -0.44901 0.53947 -0.194
N -1.63251 -1.37819 -0.17086 -0.297
C -1.28866 -1.23472 -1.58291 -0.285
S -0.62098 0.35179 -1.92896 -0.105
H -0.03452 2.51707 0.04302 0.292
H -1.51626 2.26276 0.63998 0.317
H 1.90205 -1.05005 2.25273 0.257
H 2.03387 0.53097 2.38147 0.240
H -0.59470 -1.99133 -1.80818 0.294
H -2.18145 -1.56931 -2.28655 0.319
```

Properties
- Gap between HOMO and LUMO: 0.3278 Ha
- Relative energy (zero: lowest compared OMol25 entry of this formula, charge and spin): 0.1118 eV
- SMILES string: N[C@@]1(S(N)(=O)=O)N=NCS1
- Total energy: -33894.206 eV

---

7.
The following is a DFT calculation (wB97M-V/def2-TZVPD) of a cluster of 2 separate species, C2H6N4O3 in total.

Geometry as XYZ:
```
15
Properties=species:S:1:pos:R:3:mulliken_charge:R:1
O -3.05408 1.06299 -0.37957 -0.666
N -2.32411 0.14552 -0.13562 0.926
O -2.95529 -1.00543 0.12808 -0.588
N -1.07178 0.15022 -0.08121 -0.297
C -0.36925 1.43068 -0.13416 -0.432
O 0.99503 1.21606 0.27717 -0.478
H -2.32574 -1.90617 0.01819 0.497
H -0.89442 2.14609 0.56910 0.297
H -0.67000 1.99060 -1.06962 0.291
H 1.49413 1.51636 -0.53469 0.340
N -1.10902 -2.61547 0.06263 -0.513
C -0.07902 -2.13821 0.03205 0.559
N 1.16283 -1.73746 -0.20434 -0.551
H 1.19254 -0.83384 -0.78454 0.322
H 1.67905 -1.57905 0.70056 0.293
```

Properties
- Gap between HOMO and LUMO: 0.3648 Ha
- Relative energy (zero: lowest compared OMol25 entry of this formula, charge and spin): 5.2348 eV
- SMILES string: [O-]/[N+](O)=N\CO.N#CN
- Total energy: -14268.912 eV

---

8.
The following is a DFT calculation (wB97M-V/def2-TZVPD) of a cluster of 2 separate species, C2H6N4O4 in total.

Geometry as XYZ:
```
16
Properties=species:S:1:pos:R:3:mulliken_charge:R:1
N 0.72829 0.15741 -1.91539 -0.359
C 1.17358 -0.28582 -0.75363 -0.178
C 0.80763 0.15856 0.50826 0.109
N 1.30801 -0.42988 1.76050 0.956
O 1.73010 -1.57601 1.72495 -0.604
O 1.38410 0.30066 2.68728 -0.515
N -0.17773 1.10170 0.65265 1.027
O -0.56728 1.75377 -0.36725 -0.758
O -0.62139 1.34059 1.77834 -0.580
H 1.41977 -0.02423 -2.67770 0.274
H 0.15027 1.04663 -1.79932 0.302
H 2.10375 -0.92278 -0.74883 0.325
N -2.10022 -0.66497 -0.12599 -0.586
H -2.16925 0.13841 -0.62674 0.201
H -2.81100 -0.61471 0.51967 0.183
H -2.35861 -1.47932 -0.61682 0.203
```

Properties
- Gap between HOMO and LUMO: 0.3393 Ha
- Relative energy (zero: lowest compared OMol25 entry of this formula, charge and spin): 0.5890 eV
- SMILES string: NC=C([N+](=O)[O-])[N+](=O)[O-].N
- Total energy: -16314.877 eV

---

Quick rundown of max |F|, same order as above: 0.0285, 0.1379, 0.0998, 0.1269, 0.0947, 0.0948, 0.0633, 0.0671 Eh/bohr